Density functional theory data (wB97M-V/def2-TZVPD) for a cluster of 3 separate species, CH7NO4 in total.

The calculation puts the strongest force on any atom at 2.63 eV/A. Its LUMO energy is 0.18 eV. As for the SMILES: NC(=O)O.O.O. Its HOMO energy is -0.39714 hartree. The calculation puts the energy relative to the best compared isomer or geometry (same formula, charge and spin) at 19.7 kcal/mol. The HOMO-LUMO gap is 10.991 eV.

Geometry (Å):
N1 -1.157 0.617 1.648
C1 0.185 0.594 1.452
O1 1.063 0.522 2.264
O2 0.503 0.643 0.103
H1 -1.348 0.264 2.559
H2 -1.659 0.866 0.828
H3 1.370 0.271 0.051
O3 0.688 -0.352 -3.375
H4 0.361 0.509 -3.113
H5 1.437 -0.592 -2.821
O4 -1.199 -1.682 -0.921
H6 -0.320 -1.926 -1.233
H7 -1.222 -0.752 -1.136